C22H20N4O4S in the gas phase, computed with the ωB97M-V functional and the def2-TZVPD basis.

Values from the calculation:
E_LUMO, eV: -0.707
HOMO-LUMO gap, eV: 8.4
SMILES: Cc1nc(C(=O)NCc2ccccc2)sc1[C@]1(C)CC(c2cccc([N+](=O)[O-])c2)=NO1
Maximum force, hartree/bohr: 0.025
DFT total energy, eV: -48121.319
Highest occupied orbital energy, Ha: -0.3352

Cartesian coordinates (Å):
C (-2.468414, 0.562914, -2.962214)
C (-1.258737, 0.888609, -2.156067)
C (-1.196648, 1.126166, -0.803081)
S (0.430246, 1.493743, -0.332939)
C (0.899909, 1.288780, -1.990152)
N (-0.067503, 0.980569, -2.788496)
C (2.313572, 1.459997, -2.379977)
O (3.184126, 1.722377, -1.572345)
N (2.505556, 1.314453, -3.705897)
H (1.713032, 1.035106, -4.264802)
C (3.817714, 1.344968, -4.313533)
C (4.236917, -0.024989, -4.782905)
C (4.494337, -0.279457, -6.122098)
C (4.865250, -1.548013, -6.535076)
C (4.972674, -2.574238, -5.612938)
C (4.712382, -2.328152, -4.274651)
C (4.347742, -1.060076, -3.861816)
H (4.150920, -0.861804, -2.818231)
H (4.797654, -3.125834, -3.551569)
H (5.260119, -3.563962, -5.935512)
H (5.068188, -1.735028, -7.579342)
H (4.410695, 0.519422, -6.845427)
H (3.813756, 2.051630, -5.149227)
H (4.501962, 1.706886, -3.539610)
C (-2.326836, 1.164227, 0.184345)
C (-3.124702, 2.459678, 0.008914)
H (-3.498030, 2.529559, -1.008734)
H (-2.484471, 3.313958, 0.213942)
H (-3.970564, 2.467800, 0.693008)
C (-1.894178, 0.941806, 1.646108)
C (-2.677484, -0.302064, 1.987799)
N (-3.367061, -0.732295, 1.003767)
O (-3.223483, 0.042927, -0.086857)
C (-2.668043, -0.963126, 3.277146)
C (-1.924684, -0.450450, 4.336143)
C (-1.943268, -1.105349, 5.559004)
C (-2.682914, -2.264833, 5.753809)
C (-3.419780, -2.772055, 4.696735)
C (-3.415331, -2.130551, 3.472564)
H (-3.985620, -2.513967, 2.641634)
H (-3.999922, -3.671569, 4.831581)
H (-2.670031, -2.744399, 6.720247)
N (-1.176203, -0.561317, 6.655248)
O (-1.181983, -1.171022, 7.702152)
O (-0.576537, 0.474099, 6.460953)
H (-1.331292, 0.445126, 4.234724)
H (-2.171074, 1.782171, 2.283415)
H (-0.821743, 0.767177, 1.743634)
H (-2.783317, 1.443165, -3.522500)
H (-2.220658, -0.217248, -3.677816)
H (-3.279179, 0.230319, -2.323783)

Atomic forces in eV per Å
C -0.1 0.0 0.1
C -0.3 0.0 0.8
C 0.4 -0.1 -0.2
S -0.2 -0.2 -0.8
C -0.5 0.1 1.0
N 0.6 0.0 -0.6
C 0.2 0.1 -0.6
O 0.1 0.0 0.3
N 0.0 0.0 -0.1
H -0.1 0.0 0.1
C 0.1 0.1 0.1
C 0.0 0.1 -0.1
C 0.0 0.1 0.1
C 0.0 -0.1 -0.1
C 0.0 -0.1 -0.1
C 0.0 0.0 0.1
C 0.0 0.0 0.0
H 0.0 0.0 0.1
H 0.0 -0.1 0.1
H 0.0 -0.1 0.0
H 0.0 0.0 -0.1
H 0.0 0.1 -0.1
H 0.1 -0.1 0.1
H -0.1 0.0 -0.2
C 0.0 0.4 0.2
C 0.0 -0.4 0.1
H 0.0 0.0 -0.1
H 0.1 0.1 0.0
H -0.1 0.0 0.1
C -0.2 -0.2 -0.2
C 0.2 0.6 -0.8
N -0.1 -0.6 0.9
O 0.1 0.5 -0.6
C -0.1 -0.5 0.6
C 0.0 0.0 0.0
C -0.7 -0.6 -0.9
C 0.2 0.3 0.2
C 0.0 0.1 -0.1
C 0.1 0.1 0.0
H -0.1 -0.1 -0.1
H 0.0 -0.1 0.0
H 0.0 0.0 0.0
N 0.2 0.2 0.4
O 0.0 -0.1 0.3
O 0.2 0.3 0.0
H 0.0 0.0 0.0
H 0.0 0.0 0.0
H 0.0 0.0 0.1
H -0.1 0.0 -0.1
H 0.0 -0.1 0.0
H -0.1 0.0 -0.1


4 unconnected molecules or ions with the total composition C17H26F10N2O10S, computed with the ωB97M-V functional and the def2-TZVPD basis.

Values from the calculation:
E_LUMO, eV: 0.355
HOMO-LUMO gap, eV: 10.8
SMILES: [H]/N=C\CN(OC[C@@H](C)O)S(=O)(=O)F.CCOC(=O)C(F)(F)F.CCOC(=O)C(F)(F)F.CCOC(=O)C(F)(F)F
Maximum force, hartree/bohr: 0.049
DFT total energy, eV: -79513.436
Highest occupied orbital energy, Ha: -0.3837

Cartesian coordinates (Å):
C (4.234256, 0.982864, 0.690711)
C (2.687833, 1.006372, 0.833953)
O (2.404340, 1.191220, 2.202751)
C (2.215206, 2.151182, -0.045730)
O (0.806796, 2.435781, 0.001713)
N (0.081145, 1.344493, 0.448082)
C (-0.359898, 0.436196, -0.623807)
C (-0.325036, -0.996395, -0.104069)
N (-0.408222, -1.976018, -0.864760)
S (-1.153706, 1.841287, 1.444833)
O (-0.956807, 3.151093, 1.905190)
O (-2.431519, 1.685316, 0.855490)
F (-1.048930, 0.896677, 2.675968)
H (4.556566, 1.242430, -0.316184)
H (4.597505, 1.770988, 1.346730)
H (4.619144, 0.022548, 1.010863)
H (2.350356, 0.035347, 0.484831)
H (2.342080, 2.133520, 2.397193)
H (2.796876, 3.046163, 0.168294)
H (2.450279, 1.872056, -1.076784)
H (0.386711, 0.501129, -1.411409)
H (-1.315085, 0.705510, -1.073293)
H (-0.211102, -1.174812, 0.961481)
H (-0.499807, -1.631500, -1.824588)
C (8.322365, 0.428345, -5.432611)
C (8.165980, -0.433549, -4.198299)
O (8.320393, 0.349405, -2.998881)
C (7.247250, 1.010285, -2.591635)
O (6.178012, 1.015249, -3.125964)
C (7.556786, 1.749016, -1.283905)
F (8.743176, 2.372216, -1.322497)
F (7.592677, 0.902500, -0.240631)
F (6.638450, 2.679062, -0.997855)
H (9.272789, 0.962216, -5.407232)
H (8.285806, -0.184943, -6.332132)
H (7.531834, 1.176261, -5.491525)
H (8.949228, -1.187972, -4.167196)
H (7.210317, -0.955824, -4.191567)
C (-6.337841, -3.241017, -1.768410)
C (-4.987717, -2.557068, -1.773261)
O (-4.307972, -2.763773, -3.026509)
C (-4.647832, -1.949524, -4.017002)
O (-5.459095, -1.075070, -3.961944)
C (-3.800421, -2.262643, -5.258293)
F (-3.708469, -3.582398, -5.477421)
F (-2.549057, -1.787438, -5.106588)
F (-4.317022, -1.704496, -6.352772)
H (-6.230291, -4.298701, -2.011178)
H (-6.807826, -3.148753, -0.790050)
H (-7.001617, -2.803657, -2.514131)
H (-4.348133, -2.990544, -1.007081)
H (-5.076982, -1.493127, -1.557343)
C (-4.648473, 1.701018, 4.423053)
C (-3.752900, 0.877720, 5.322538)
O (-4.481178, 0.374983, 6.459628)
C (-5.183400, -0.731987, 6.258976)
O (-5.264183, -1.336771, 5.231956)
C (-5.856574, -1.164713, 7.569305)
F (-6.413624, -0.124489, 8.208225)
F (-4.957359, -1.718740, 8.401088)
F (-6.815417, -2.065119, 7.347763)
H (-5.130993, 2.499537, 4.987808)
H (-4.071074, 2.142770, 3.611053)
H (-5.440054, 1.089525, 3.990030)
H (-2.956120, 1.499403, 5.725896)
H (-3.282416, 0.059359, 4.779132)

Atomic forces in eV per Å
C -0.7 0.5 0.0
C 1.8 0.7 -0.1
O -0.7 -0.3 0.2
C -0.1 -1.2 -0.4
O 0.1 0.8 0.1
N -0.7 -0.7 0.2
C 0.6 -0.3 0.4
C -0.2 1.1 0.3
N -0.1 -1.0 -0.9
S -1.2 2.2 -0.4
O 1.7 0.8 1.0
O -0.4 -2.0 -0.4
F 0.2 -0.4 -0.4
H 0.1 -0.3 -0.1
H 0.3 -0.1 0.1
H 0.2 -0.1 0.0
H -0.6 0.0 0.3
H 0.0 -0.1 -0.1
H -0.4 0.3 0.2
H 0.0 0.0 -0.1
H 0.2 0.1 0.0
H -0.2 0.0 0.2
H 0.0 0.2 0.2
H -0.1 -0.4 -0.2
C -0.1 0.3 0.1
C 0.1 -0.3 -0.6
O 0.0 0.1 0.3
C 0.1 -0.5 -0.5
O -0.2 0.2 0.2
C 0.3 0.8 1.1
F -0.1 -0.2 -0.3
F -0.1 -0.2 -0.3
F -0.1 -0.3 -0.4
H 0.1 -0.1 0.0
H 0.0 0.0 0.0
H -0.1 -0.1 0.0
H 0.1 0.1 0.2
H -0.1 0.2 0.1
C -0.1 0.0 -0.3
C -0.3 -0.1 0.6
O 0.3 0.0 -0.2
C -0.2 -0.1 0.7
O 0.0 0.1 -0.3
C 0.3 -0.2 -0.7
F -0.1 0.2 0.1
F -0.2 0.0 0.1
F 0.0 0.0 0.3
H 0.0 0.0 0.1
H 0.0 0.0 0.0
H 0.0 0.1 0.1
H 0.2 -0.1 -0.2
H 0.0 0.0 -0.2
C -0.3 -0.1 0.0
C 0.3 0.4 -0.5
O 0.0 -0.2 0.3
C 0.4 0.4 -0.4
O -0.2 -0.2 0.1
C -0.5 -0.2 0.6
F 0.1 -0.1 -0.2
F 0.0 0.1 -0.2
F 0.2 0.1 -0.1
H 0.1 0.1 0.0
H 0.0 0.0 0.0
H 0.1 -0.1 -0.1
H -0.1 -0.1 0.2
H -0.2 -0.1 0.1